{
  "formula": "C10H17N",
  "method": "ωB97M-V/def2-TZVPD",
  "symbols": ["C", "C", "C", "C", "C", "C", "C", "C", "C", "N", "C", "H", "H", "H", "H", "H", "H", "H", "H", "H", "H", "H", "H", "H", "H", "H", "H", "H"],
  "positions_angstrom": [[-0.00581, -1.60189, -1.37464], [0.37429, -0.18905, -1.80534], [0.05034, 0.60951, -0.51488], [-1.39969, 1.08722, -0.48102], [-2.18056, 0.12271, 0.38671], [-1.16757, -0.38822, 1.37164], [0.22762, -0.40663, 0.64967], [0.50041, -1.76984, 0.00140], [1.41840, 0.13230, 1.42794], [2.16895, 0.80520, 0.38561], [1.11774, 1.63476, -0.15682], [-1.04060, -1.76786, -1.45755], [0.44969, -2.36929, -2.04598], [-0.23511, 0.19600, -2.63399], [1.41819, -0.15619, -2.05411], [-1.81583, 1.18832, -1.51597], [-1.43508, 2.08254, -0.04254], [-2.67425, -0.61752, -0.22409], [-2.99682, 0.73777, 0.81922], [-1.41809, -1.36103, 1.77742], [-1.04829, 0.32917, 2.22178], [1.56694, -2.03177, 0.10387], [-0.05121, -2.53582, 0.57909], [1.04743, 0.86992, 2.14499], [1.98991, -0.55849, 2.02771], [2.91166, 1.42602, 0.76446], [0.74730, 2.33845, 0.64096], [1.48004, 2.19374, -0.99555]],
  "lowdin_charge": [-0.19, -0.10, -0.37, -0.13, -0.19, -0.11, -0.36, -0.13, -0.18, -0.04, -0.18, 0.09, 0.12, 0.11, 0.11, 0.13, 0.11, 0.10, 0.12, 0.11, 0.12, 0.13, 0.12, 0.11, 0.12, 0.13, 0.13, 0.12],
  "multiplicity": 1,
  "lumo_energy_ev": 0.99,
  "charge": 0,
  "gap_ev": 10.1,
  "largest_force_ev_per_a": 3.3,
  "smiles": "C1C[C@]23CCC[C@@]2(C1)CNC3"
}